Entry 1:
{
  "formula": "C23H14BrCrN8O10",
  "method": "ωB97M-V/def2-TZVPD",
  "max_force_ha_per_bohr": 0.0472,
  "s_squared": 0.7584,
  "relative_energy_kcal_mol": 25.46,
  "spin_multiplicity": 2,
  "elements": ["Br", "Cr", "O", "O", "O", "O", "O", "O", "O", "O", "O", "O", "N", "N", "N", "N", "N", "N", "N", "N", "C", "C", "C", "C", "C", "C", "C", "C", "C", "C", "C", "C", "C", "C", "C", "C", "C", "C", "C", "C", "C", "C", "C", "H", "H", "H", "H", "H", "H", "H", "H", "H", "H", "H", "H", "H", "H"],
  "positions_angstrom": [[1.31391, -3.12502, -0.24266], [0.42258, -0.46526, 0.62391], [3.25678, -0.33849, 2.05266], [-1.16992, 0.47620, 1.27998], [-0.14292, 3.99364, -3.84839], [-3.08880, 0.11311, -7.62499], [-3.30130, 0.25637, 1.88319], [-1.20295, -1.82629, -1.94904], [-0.89848, 4.03506, -5.86432], [-3.19257, -1.67059, -6.43100], [-0.05883, -0.04666, -1.28441], [-0.76803, -1.91522, 3.34006], [1.09676, -0.96395, 2.41155], [-2.85997, -0.52459, -6.62303], [-0.83728, -1.88513, 0.68852], [2.45854, 3.29631, 0.33587], [-0.66955, 3.46806, -4.81820], [2.82286, 5.40903, -0.38410], [1.58330, 1.04493, 0.54503], [0.88234, 4.33483, -1.03835], [1.02852, -2.10802, 5.88944], [2.49835, -1.06170, 4.26316], [-0.49935, -3.10736, 0.32958], [-2.12450, 0.14288, -5.56076], [-1.81951, -0.56238, -4.40246], [-1.34639, -4.18943, 0.38120], [1.93431, 2.14605, 0.41467], [2.04261, 4.32110, -0.36904], [-2.25187, -0.19029, 1.47754], [3.29000, -1.46224, 6.45985], [3.52607, -0.96288, 5.18177], [-2.07770, -1.65629, 1.11972], [-1.75335, 1.46994, -5.72478], [0.38116, -1.52413, 3.43381], [-1.10763, 0.06738, -3.38662], [-1.04853, 2.08532, -4.69513], [-0.71653, 1.39096, -3.53567], [1.26388, -1.60679, 4.62677], [2.39075, -0.71292, 2.81459], [-0.78039, -0.68839, -2.11334], [-3.01667, -2.66903, 1.22026], [-2.63789, -3.95335, 0.85036], [2.07562, -2.03681, 6.80086], [-0.15108, 1.87598, -2.75289], [-3.34440, -4.76775, 0.90666], [-4.00165, -2.42913, 1.59036], [-2.00835, 2.00926, -6.62676], [1.93302, -2.43329, 7.79291], [0.28714, 3.52384, -0.99060], [4.06867, -1.40514, 7.20450], [-1.01054, -5.16234, 0.06384], [0.07257, -2.53749, 6.15083], [0.68164, 4.99610, -1.77098], [-2.12741, -1.59265, -4.28676], [2.53100, 6.25161, -0.84532], [3.69708, 5.38775, 0.11018], [4.47489, -0.51471, 4.92596]],
  "mulliken_charge": [-0.121, -0.337, -0.633, -0.347, -0.598, -0.627, -0.711, -0.594, -0.600, -0.615, -0.092, -0.622, 0.802, 1.071, 1.030, -0.703, 0.940, -0.379, -0.319, -0.337, -0.322, 0.090, 0.132, -0.201, -0.423, -0.577, 0.522, 0.702, 0.466, -0.441, -0.496, 0.259, -0.293, 0.167, -0.067, -0.011, -0.495, 0.084, 0.034, 0.652, -0.793, -0.424, -0.546, 0.451, 0.424, 0.526, 0.598, 0.408, 0.119, 0.396, 0.489, 0.497, 0.255, 0.672, 0.201, 0.242, 0.491]
}

Entry 2:
{
  "formula": "C23H14BrN3O5Re",
  "method": "ωB97M-V/def2-TZVPD",
  "max_force_ha_per_bohr": 0.0022,
  "s_squared": 0.7554,
  "charge": 2,
  "relative_energy_kcal_mol": 19.41,
  "spin_multiplicity": 2,
  "elements": ["Re", "Br", "O", "O", "O", "O", "O", "N", "N", "N", "C", "C", "C", "C", "C", "C", "C", "C", "C", "C", "C", "C", "C", "C", "C", "C", "C", "C", "C", "C", "C", "C", "C", "H", "H", "H", "H", "H", "H", "H", "H", "H", "H", "H", "H", "H", "H"],
  "positions_angstrom": [[-0.65677, 1.21424, -1.30463], [-0.51326, 7.20382, 2.96477], [4.87093, -5.03260, 0.03754], [0.95684, 0.72661, -1.90950], [2.79279, 1.55547, -0.86146], [3.16590, -5.68311, -1.11818], [-1.17516, 2.99607, -1.27899], [-0.99914, 1.15042, 0.68227], [-1.86173, -0.42544, -1.13500], [3.87655, -4.83887, -0.61936], [-0.70382, 5.86607, 1.66891], [-1.01971, 2.19564, 1.47514], [-2.39781, -2.23643, 0.39805], [-2.95769, -2.38033, -1.94965], [-1.88848, -0.95773, 0.13407], [-0.94222, 5.25711, -0.66584], [-1.37777, -0.14936, 1.15777], [-0.89118, 3.53980, 1.05630], [1.96858, -1.85411, -1.78862], [3.47175, -3.42242, -0.82407], [-0.76967, 4.54674, 2.03887], [2.67554, -0.83488, -1.14560], [2.27926, 0.56962, -1.23639], [-0.98560, 3.92412, -0.29863], [-2.33443, -2.71428, 1.72969], [-0.79194, 6.21862, 0.31614], [-2.39650, -1.12359, -2.14425], [3.79889, -1.11566, -0.36599], [4.20285, -2.42934, -0.20246], [2.37418, -3.16551, -1.62627], [-1.78850, -1.93297, 2.71112], [-1.30688, -0.63420, 2.43555], [-2.94582, -2.94355, -0.69209], [-2.71579, -3.70109, 1.95681], [-3.38385, -2.90026, -2.79525], [-1.72656, -2.30398, 3.72459], [-1.02917, 5.52813, -1.70857], [4.34281, -0.30784, 0.10381], [5.06520, -2.68946, 0.39397], [-1.20128, 2.01546, 2.53058], [-3.36419, -3.93011, -0.53187], [-0.71742, 4.27011, 3.08402], [-2.36353, -0.66450, -3.12426], [1.86863, -3.98795, -2.11073], [1.13190, -1.63608, -2.43908], [-0.88436, -0.04568, 3.23969], [-0.75240, 7.26326, 0.03710]],
  "mulliken_charge": [1.335, -0.091, -0.562, -0.562, -0.424, -0.580, -0.560, -0.113, -0.195, 1.005, -0.324, 0.728, 0.604, -0.807, 1.183, -0.725, 0.004, -0.174, -0.240, 0.072, -0.775, 0.306, 0.362, 0.856, -0.899, -0.308, -0.141, -0.687, -0.474, -0.651, -0.967, -0.579, -0.417, 0.465, 0.452, 0.442, 0.483, 0.502, 0.529, 0.414, 0.516, 0.484, 0.481, 0.526, 0.587, 0.466, 0.455]
}

Entry 3:
{
  "formula": "C23H14Cl4N2O4S6W",
  "method": "ωB97M-V/def2-TZVPD",
  "max_force_ha_per_bohr": 0.0049,
  "charge": -2,
  "relative_energy_kcal_mol": 6.18,
  "elements": ["W", "Cl", "Cl", "Cl", "Cl", "S", "S", "S", "S", "S", "S", "O", "O", "O", "O", "N", "N", "C", "C", "C", "C", "C", "C", "C", "C", "C", "C", "C", "C", "C", "C", "C", "C", "C", "C", "C", "C", "C", "C", "C", "H", "H", "H", "H", "H", "H", "H", "H", "H", "H", "H", "H", "H", "H"],
  "positions_angstrom": [[-0.11860, 0.56150, -0.45637], [-2.80503, -5.73894, 0.72729], [-5.12970, -3.81649, 1.58141], [-0.11800, -4.52086, -0.42457], [-4.75002, -0.68657, 1.29835], [-0.26484, 0.54546, -2.79645], [-1.90358, 1.98986, -4.93203], [-1.41642, 2.61799, -0.69413], [3.11137, -1.87093, 1.10542], [1.36894, 2.22620, 0.71123], [-2.95834, 3.89395, -2.97324], [-2.06450, 0.01884, 0.16023], [-0.22813, -1.51952, -0.58274], [-3.51582, 3.98659, -5.55381], [1.82766, -0.10530, -0.97198], [0.04110, -0.21144, 1.68305], [3.03958, 0.27232, -0.53097], [0.90709, 4.69045, 1.78310], [5.55464, 1.13229, 0.10525], [-1.44463, 3.98547, 3.05283], [0.14084, -2.23119, 3.31780], [-3.65421, -3.17023, 0.93269], [-3.50147, -1.78130, 0.80549], [-1.88368, 2.64846, -2.36576], [0.42325, 3.39129, 1.64086], [4.82024, 1.80477, -0.88596], [1.27520, -2.04554, 4.32720], [-1.27823, -2.12181, -0.11242], [-2.91413, 3.41397, -4.67201], [0.22767, 5.62518, 2.55452], [-2.62704, -4.02013, 0.55222], [5.01427, 0.04406, 0.72276], [-1.43368, -3.49440, 0.03244], [0.06461, -1.10615, 2.39536], [-0.76887, 3.05097, 2.28799], [-1.40613, 1.77916, -3.26660], [3.56944, 1.34447, -1.16334], [-0.95137, 5.27838, 3.19629], [3.71755, -0.46290, 0.40746], [-2.32619, -1.24835, 0.29258], [6.54761, 1.47011, 0.37850], [-2.37669, 3.70602, 3.53055], [1.82135, 4.96392, 1.27011], [0.30255, -3.12178, 2.70587], [1.33803, -2.92124, 4.97384], [-1.48931, 6.00954, 3.78850], [1.10353, -1.16374, 4.94501], [2.89554, 1.78630, -1.88231], [-0.82957, -2.33936, 3.80531], [-1.17338, 2.05691, 2.14799], [2.22139, -1.91570, 3.80274], [5.55744, -0.50320, 1.47910], [5.19771, 2.67438, -1.40295], [0.61735, 6.63362, 2.64317]],
  "mulliken_charge": [1.740, -0.250, -0.251, -0.199, -0.231, -0.437, -0.204, -0.434, -0.397, -0.387, -0.184, -0.706, -0.656, -0.652, -0.464, -0.283, 0.249, -0.742, -0.080, -0.733, -0.276, 0.351, 0.080, 0.119, 0.376, -0.864, -1.114, -0.403, 0.585, -0.525, 0.206, -0.802, 0.079, 0.344, 0.049, 0.195, -0.086, -0.393, 0.178, 0.526, 0.332, 0.378, 0.386, 0.170, 0.366, 0.338, 0.319, 0.479, 0.363, 0.246, 0.228, 0.370, 0.388, 0.316]
}